Record 1
{"formula": "C40H74Br24ClFGaO", "method": "ωB97M-V/def2-TZVPD", "multiplicity": 1, "charge": -1, "elements": ["C", "C", "F", "C", "Ga", "C", "C", "C", "Cl", "C", "C", "C", "O", "C", "C", "C", "C", "C", "C", "C", "H", "H", "H", "H", "H", "H", "H", "H", "H", "H", "H", "H", "H", "H", "H", "H", "H", "H", "H", "H", "H", "H", "H", "H", "H", "H", "Br", "C", "C", "Br", "H", "H", "H", "H", "Br", "C", "C", "Br", "H", "H", "H", "H", "Br", "C", "C", "Br", "H", "H", "H", "H", "Br", "C", "C", "Br", "H", "H", "H", "H", "Br", "C", "C", "Br", "H", "H", "H", "H", "Br", "C", "C", "Br", "H", "H", "H", "H", "Br", "C", "C", "Br", "H", "H", "H", "H", "Br", "C", "C", "Br", "H", "H", "H", "H", "Br", "C", "C", "Br", "H", "H", "H", "H", "Br", "C", "C", "Br", "H", "H", "H", "H", "Br", "C", "C", "Br", "H", "H", "H", "H", "Br", "C", "C", "Br", "H", "H", "H", "H"], "xyz": [[-4.81208, 0.93414, 2.04202], [-3.55906, -0.01984, 1.90605], [-2.66640, 0.52909, 0.94241], [-2.85966, -0.27951, 3.30580], [-0.78662, -0.50562, 3.10202], [-0.56148, -1.84585, 1.51551], [0.94793, -2.09096, 1.09456], [1.40533, -1.17345, -0.11865], [2.95273, -1.82866, -0.85413], [-0.07478, 1.35443, 2.60226], [1.34719, 1.71558, 3.16935], [2.34877, 0.48802, 3.21285], [2.04692, 2.76291, 2.43430], [1.21897, 3.89111, 2.19375], [0.66062, 3.96961, 0.71389], [1.32517, 3.08959, -0.26341], [0.86184, 3.04875, -1.66102], [-0.26913, 3.92809, -1.98978], [-0.91270, 4.79040, -1.03014], [-0.45466, 4.82963, 0.36123], [-5.51366, 0.56671, 2.84144], [-4.50925, 1.99124, 2.29133], [-5.40057, 1.01263, 1.07764], [-3.97722, -1.01897, 1.56591], [-2.96905, 0.70109, 3.86412], [-3.33696, -1.13896, 3.83725], [-0.11621, -1.14842, 4.42062], [-1.18019, -1.53373, 0.63162], [-0.95475, -2.83457, 1.89735], [1.03591, -3.14749, 0.70453], [1.60488, -1.96285, 1.99028], [1.51028, -0.11728, 0.23413], [0.63019, -1.17936, -0.92347], [-0.77451, 2.17225, 2.95296], [-0.06969, 1.41530, 1.47724], [1.22156, 2.05669, 4.23560], [2.55786, 0.15216, 2.16736], [1.99322, -0.31459, 3.89754], [3.29729, 0.90570, 3.66805], [0.38515, 3.99951, 2.94222], [1.87388, 4.80166, 2.34149], [2.15806, 2.40365, -0.00282], [1.31876, 2.36963, -2.43722], [-0.63939, 3.89086, -3.04009], [-1.78402, 5.42471, -1.30278], [-0.93005, 5.44982, 1.15643], [-3.72528, -3.01543, -0.08341], [-2.45904, -3.40236, -1.50999], [-2.03937, -4.85134, -1.50040], [-0.75036, -5.22309, -0.09016], [-1.62730, -2.70999, -1.38835], [-2.99087, -3.16732, -2.43236], [-1.52389, -5.10582, -2.42734], [-2.87276, -5.53532, -1.35298], [0.83706, 8.22466, 1.43942], [-0.67473, 9.24931, 2.11364], [-1.54814, 8.41158, 3.01152], [-2.66356, 7.19229, 1.98077], [-1.20312, 9.64233, 1.24775], [-0.23312, 10.07528, 2.67111], [-2.24804, 9.04064, 3.56131], [-0.98260, 7.80484, 3.71561], [6.78370, 0.15853, 6.03965], [5.24652, 1.21015, 6.61232], [4.35268, 0.42249, 7.53721], [3.26677, -0.86396, 6.56127], [4.74101, 1.54869, 5.70974], [5.66940, 2.07018, 7.13152], [3.63688, 1.08144, 8.02919], [4.90373, -0.13584, 8.29101], [-6.06625, -2.25357, 4.04932], [-6.94131, -3.85747, 3.38007], [-6.50012, -4.17505, 1.97487], [-7.36213, -3.00275, 0.67921], [-8.01360, -3.69434, 3.46592], [-6.64224, -4.65178, 4.06405], [-6.80755, -5.18271, 1.69500], [-5.42693, -4.07485, 1.82859], [-0.90654, 3.86050, 6.17128], [-0.58367, 3.07922, 7.92661], [0.04577, 1.71441, 7.81212], [-1.26377, 0.36903, 7.30705], [-1.53763, 3.06810, 8.44923], [0.09245, 3.77321, 8.42663], [0.43132, 1.38775, 8.77834], [0.84506, 1.67079, 7.07355], [2.77835, 1.15061, -3.15327], [3.04321, -0.58449, -3.99874], [2.91835, -0.48769, -5.49734], [1.05474, -0.35441, -6.04554], [2.32636, -1.26724, -3.54984], [4.05118, -0.88767, -3.71653], [3.29045, -1.39518, -5.97282], [3.43307, 0.37262, -5.91650], [-7.88779, 1.11797, 0.45351], [-7.56633, 1.74163, -1.36403], [-7.68405, 0.61499, -2.35533], [-6.10601, -0.51896, -2.31584], [-6.58726, 2.21709, -1.36820], [-8.33231, 2.49542, -1.54653], [-7.73391, 1.00060, -3.37375], [-8.54314, -0.02733, -2.17333], [5.44699, -0.90779, 2.13558], [6.43410, -2.57393, 1.95559], [5.60574, -3.62449, 1.26286], [4.27534, -4.38250, 2.46585], [6.75112, -2.86548, 2.95497], [7.31215, -2.32326, 1.36012], [6.22887, -4.46637, 0.96047], [5.06839, -3.24564, 0.39560], [2.41113, 2.87597, -7.55783], [3.62625, 2.59284, -9.05689], [4.06701, 1.15590, -9.15402], [5.42690, 0.73741, -7.82094], [4.45463, 3.28657, -8.92868], [3.05254, 2.87564, -9.93770], [4.54608, 0.96693, -10.11443], [3.25330, 0.44709, -9.01317], [1.24825, 0.59049, -11.93439], [0.19259, 2.21188, -12.16129], [0.82399, 3.14087, -13.16647], [2.34843, 4.07674, -12.39847], [0.08175, 2.65827, -11.17517], [-0.78080, 1.87091, -12.51277], [0.12488, 3.92460, -13.45701], [1.18081, 2.63082, -14.05842], [7.80451, -6.13696, 3.30630], [6.45713, -7.46574, 3.76187], [6.45366, -7.76040, 5.23891], [7.94544, -8.91184, 5.73853], [6.65693, -8.34242, 3.14966], [5.50846, -7.02267, 3.45699], [5.55965, -8.31803, 5.51599], [6.52367, -6.86624, 5.85406], [-5.66144, -4.28254, -2.75011], [-5.65664, -4.95234, -4.57772], [-4.25970, -4.98947, -5.14225], [-3.65146, -3.20973, -5.64902], [-6.33459, -4.32153, -5.14892], [-6.07087, -5.95867, -4.51421], [-4.23250, -5.57209, -6.06296], [-3.52647, -5.38807, -4.44397]]}

***

Record 2
{"formula": "C40H75Al2BBrF10MgN5O14PS", "method": "ωB97M-V/def2-TZVPD", "multiplicity": 1, "charge": -1, "de_lowest_ev": 0.000, "elements": ["C", "C", "C", "C", "C", "C", "C", "N", "C", "C", "B", "N", "O", "C", "C", "C", "C", "C", "Br", "N", "C", "C", "C", "N", "H", "H", "H", "H", "H", "H", "H", "H", "H", "H", "H", "H", "H", "H", "H", "H", "H", "H", "H", "H", "H", "H", "H", "H", "H", "H", "H", "H", "H", "H", "H", "H", "H", "F", "Al", "F", "F", "F", "N", "O", "O", "O", "O", "P", "O", "C", "C", "O", "C", "C", "O", "C", "C", "H", "H", "H", "H", "H", "H", "H", "H", "H", "H", "H", "H", "H", "H", "H", "C", "C", "O", "C", "O", "O", "F", "H", "H", "H", "C", "C", "O", "C", "C", "H", "H", "H", "H", "H", "H", "H", "H", "H", "H", "C", "C", "C", "S", "O", "O", "C", "H", "H", "H", "H", "H", "H", "H", "H", "C", "C", "C", "C", "C", "C", "H", "H", "H", "H", "H", "H", "Mg", "F", "Al", "F", "F", "F", "F"], "xyz": [[4.54515, 0.09581, 1.94539], [4.56447, 1.19830, 1.17161], [4.00993, 1.26932, -0.21083], [2.54963, 1.85749, -0.32542], [1.59505, 0.69912, -0.66380], [1.59224, -0.44987, 0.33695], [0.57550, -0.43433, 1.43945], [2.37044, -1.44937, 0.25964], [2.14597, 2.43947, 1.01580], [0.79122, 3.18742, 0.97248], [0.63167, 3.81345, 2.45816], [1.51118, 4.86099, 2.94378], [-0.29504, 3.36509, 3.32461], [1.01739, 4.32244, -0.04004], [1.36567, 3.84357, -1.45754], [0.22301, 3.31757, -2.37411], [-1.16917, 3.64648, -1.89563], [-1.59866, 5.09410, -2.11562], [-2.45117, 2.54528, -2.95837], [2.57437, 2.93926, -1.40290], [2.93515, 2.42478, -2.74109], [3.11237, 3.53020, -3.76109], [3.94771, 4.68603, -3.35424], [2.59465, 3.44753, -4.91349], [4.88488, -0.86465, 1.58210], [4.26324, 0.13792, 2.98712], [4.98378, 2.10695, 1.58696], [4.09326, 0.33161, -0.74752], [4.64825, 1.96028, -0.77580], [1.75452, 0.27055, -1.64879], [0.58333, 1.09201, -0.67388], [0.24277, -1.44557, 1.61844], [0.95808, 0.03798, 2.33763], [-0.28878, 0.12733, 1.11370], [2.98607, -1.36578, -0.54988], [2.85766, 3.21308, 1.29189], [2.06105, 1.67365, 1.76817], [-0.03421, 2.52765, 0.73079], [2.43141, 4.88083, 2.52821], [1.10577, 5.78431, 2.92910], [-1.22747, 3.32232, 3.01763], [1.91349, 4.83172, 0.30886], [0.24160, 5.07455, -0.07624], [1.68931, 4.75174, -1.95692], [0.33881, 3.80732, -3.33665], [0.27964, 2.25532, -2.58020], [-1.36333, 3.34694, -0.87857], [-0.76490, 5.78338, -2.07256], [-2.11305, 5.18142, -3.06253], [-2.34405, 5.35300, -1.37223], [3.35211, 3.53965, -1.12161], [2.20182, 1.73712, -3.13428], [3.87895, 1.89176, -2.71703], [4.45496, 4.50998, -2.40288], [3.34508, 5.58994, -3.25297], [4.72555, 4.88764, -4.07825], [2.06155, 2.58560, -5.02686], [-1.10515, -0.77605, -2.80435], [-2.37585, -1.22669, -1.79481], [-2.07769, -0.78538, -0.25378], [-2.63185, -2.84506, -1.92511], [-3.78475, -0.38394, -2.41217], [3.21461, 7.40941, -5.21882], [4.42334, 7.09734, -5.25359], [2.57734, 7.27633, -4.13437], [2.63863, 7.82926, -6.22514], [-7.80834, 0.98417, 2.51871], [-7.65045, -0.45914, 2.41924], [-7.20078, -1.14328, 3.79639], [-7.98748, -1.09473, 4.98119], [-9.14918, -2.06227, 4.95223], [-6.28564, -0.73070, 1.60931], [-5.59921, 0.28587, 0.87783], [-4.44816, 0.83938, 1.67958], [-8.48951, -1.63937, 1.76708], [-9.31489, -1.37535, 0.61204], [-8.49493, -1.22485, -0.65563], [-8.39587, -0.03861, 5.17346], [-7.30873, -1.32460, 5.79899], [-9.88968, -1.77734, 4.20284], [-9.63561, -2.07693, 5.92476], [-8.79469, -3.06444, 4.69827], [-6.28622, 1.07375, 0.56291], [-5.21439, -0.18092, -0.03435], [-4.78428, 1.21131, 2.64720], [-3.95308, 1.65526, 1.15398], [-3.71260, 0.05855, 1.87976], [-9.92592, -0.48750, 0.78799], [-9.98891, -2.22548, 0.52799], [-7.95473, -0.27728, -0.66906], [-9.14968, -1.24985, -1.52816], [-7.75967, -2.02499, -0.73264], [-7.34094, 2.97180, 6.10446], [-7.60753, 2.53351, 7.52557], [-8.38703, 3.60945, 8.03279], [-9.05539, 4.15036, 6.97374], [-9.98022, 4.89122, 7.08324], [-8.53259, 3.73284, 5.81615], [-6.45998, 2.43330, 8.26066], [-6.47134, 3.61509, 6.02099], [-7.22944, 2.14177, 5.41700], [-8.17163, 1.60629, 7.61158], [5.79289, -5.34896, 3.78017], [4.63416, -4.46500, 3.34818], [4.90225, -3.68510, 2.20235], [5.20918, -4.41621, 1.02712], [4.09328, -5.34520, 0.57925], [6.69309, -4.75165, 3.93176], [5.54809, -5.85892, 4.71236], [6.02255, -6.11144, 3.03437], [4.41021, -3.74970, 4.13962], [3.72709, -5.06237, 3.20137], [6.14796, -4.96936, 1.15427], [5.39033, -3.66829, 0.25294], [3.90777, -6.13517, 1.30981], [4.33947, -5.83188, -0.36637], [3.16478, -4.78487, 0.45494], [4.56332, -9.22800, -4.37591], [4.45655, -8.06975, -5.37804], [4.11323, -6.80411, -4.58121], [4.79805, -7.04968, -2.93241], [3.70759, -7.13035, -1.99901], [5.90619, -6.15299, -2.72275], [5.41327, -8.70659, -3.22151], [5.00704, -10.11398, -4.82626], [3.56906, -9.49578, -4.01346], [5.41371, -7.93762, -5.88526], [3.70642, -8.26483, -6.14203], [4.55460, -5.91005, -5.01503], [3.03885, -6.67196, -4.47337], [5.31691, -9.28959, -2.30909], [6.46168, -8.62272, -3.50563], [6.23459, -0.15408, -5.20294], [4.86966, -0.06376, -4.97433], [4.17982, -1.13332, -4.41877], [4.86213, -2.29501, -4.08127], [6.22964, -2.38542, -4.30697], [6.91271, -1.31713, -4.87220], [6.76742, 0.68252, -5.63552], [4.34439, 0.84985, -5.23058], [3.11212, -1.06218, -4.24412], [4.32929, -3.12869, -3.63879], [6.75881, -3.28723, -4.03869], [7.97766, -1.39055, -5.04990], [-3.41052, -0.27251, -4.42898], [-3.22248, 5.30678, 4.60743], [-4.20667, 4.32250, 3.68834], [-5.40140, 5.23774, 2.97263], [-4.89354, 3.11139, 4.62263], [-3.23337, 3.61309, 2.46439], [-9.22317, 0.59422, 6.45354]]}

***

no.,frontier orbital gap (Eh),LUMO (eV)
1,0.214,1.39
2,0.037,-4.86